{
  "formula": "C25H75N13O6P4",
  "method": "ωB97M-V/def2-TZVPD",
  "e_homo_ev": [-9.5574, -9.5574],
  "spin_multiplicity": 2,
  "energy_ha": -3525.8282,
  "largest_force_ha_per_bohr": 0.090,
  "molar_mass_g_mol": 777.86,
  "total_charge": 1,
  "orbital_gap_ev": [7.178, 2.629],
  "species": ["C", "C", "C", "H", "N", "H", "H", "C", "H", "H", "H", "H", "O", "N", "H", "C", "N", "C", "C", "H", "H", "C", "H", "H", "C", "H", "H", "H", "H", "C", "C", "H", "H", "H", "O", "H", "H", "H", "H", "H", "H", "C", "C", "C", "H", "O", "P", "H", "H", "O", "N", "H", "H", "H", "H", "C", "H", "N", "H", "C", "N", "H", "H", "N", "N", "N", "H", "C", "H", "H", "H", "H", "P", "H", "H", "N", "H", "H", "H", "H", "N", "O", "C", "H", "H", "H", "P", "P", "C", "H", "H", "H", "H", "H", "H", "H", "C", "H", "C", "H", "H", "H", "C", "H", "H", "N", "H", "H", "H", "H", "H", "N", "O", "H", "H", "H", "H", "H", "C", "H", "C", "H", "C"],
  "positions_angstrom": [[0.41722, -0.69230, -15.17289], [0.80846, -3.14549, -15.09542], [-1.44809, -3.84638, -22.67465], [-1.66863, -2.95145, -18.29149], [-5.45098, -2.19231, -10.47476], [2.43627, 3.96863, -14.19628], [-4.49372, -5.21785, -12.18936], [-2.31015, -0.64792, -12.62954], [13.15395, -5.35623, -13.60228], [-6.88087, -3.37678, -11.59615], [1.43382, -2.19619, -11.97430], [-0.65908, 0.16474, -21.62810], [-5.15438, -2.16757, -13.18594], [-3.41815, -0.82039, -11.75944], [-0.54457, -6.11672, -21.94074], [-1.71209, -2.64115, -19.33548], [3.79531, -1.69481, -15.34821], [12.30963, -4.96106, -14.16713], [2.25743, 2.90579, -14.35903], [-0.95175, -0.01700, -19.25463], [8.31453, -1.57615, -13.09849], [-0.29690, -0.42604, -22.46947], [1.13086, -5.34662, -22.05825], [8.55681, -3.35225, -16.90644], [-6.75439, -2.87065, -10.63910], [-2.30803, -3.23331, -22.40494], [9.72614, -6.16639, -15.09665], [-2.70984, -5.47639, -12.44241], [-2.69738, -0.58262, -13.64634], [2.31107, -2.82247, -11.81214], [3.92528, -2.97497, -16.09260], [-2.07293, -2.90028, -9.89371], [5.07159, -0.02896, -15.12510], [-4.87698, 0.77839, -12.20989], [3.07324, -0.08508, -13.32055], [-6.72770, -3.67259, -9.90135], [3.81554, -2.73541, -17.15027], [-0.13901, -0.19138, -14.38056], [-2.54486, -1.94198, -19.25965], [4.54112, -3.79098, -11.85944], [0.36791, -1.07134, -18.30136], [9.29726, -1.10536, -13.07206], [1.51368, -1.94734, -23.35806], [0.17580, -5.40569, -21.53626], [-3.38842, -3.94345, -9.43939], [0.86503, 2.60065, -16.25651], [0.52805, -2.75848, -20.96512], [1.87442, -2.94932, -23.12570], [-3.71634, -4.46382, -13.52164], [1.86357, -3.04644, -20.28976], [-0.55231, -1.96725, -19.85896], [0.35422, -5.59258, -20.47733], [-3.53026, 1.39921, -11.39992], [3.13125, -3.68426, -15.85908], [0.60896, -0.28086, -19.86534], [4.79683, -0.76009, -15.88540], [-4.01599, -1.58939, -9.15034], [-3.46611, -3.57989, -11.50441], [-1.91261, -4.81121, -22.87822], [4.55734, -3.04321, -12.65233], [0.62084, -1.61772, -22.20848], [2.33420, -1.25943, -23.56205], [11.27525, -3.83531, -11.06696], [1.24326, -1.78715, -14.73690], [0.91025, 2.76355, -15.04234], [10.32184, -2.02011, -13.61022], [5.19363, -3.38441, -13.46891], [11.99601, -4.20012, -11.79875], [12.13465, -1.03679, -13.71198], [10.99536, -0.47633, -14.74730], [1.97161, -3.84243, -11.63168], [7.63122, -2.96760, -15.44938], [-4.47260, -2.16859, -11.85197], [9.14892, -5.27625, -16.40221], [4.93175, -3.39292, -16.11330], [3.22877, -2.67946, -13.02949], [9.49768, -0.86058, -12.02898], [5.72805, -1.25831, -16.15506], [9.05650, -2.09382, -15.86370], [4.95649, -2.18039, -12.11912], [11.44406, -4.44618, -13.13393], [8.87961, -4.07965, -12.47458], [-5.10401, -1.62485, -9.20558], [0.89288, -3.20742, -16.18038], [-2.00706, -3.48659, -19.95704], [-1.76320, 0.29235, -12.55997], [9.95204, -3.66304, -13.44222], [2.80850, -1.39205, -13.99488], [-3.54404, -4.77655, -12.49179], [-0.31713, -1.07846, -15.87980], [-1.94027, -4.57154, -10.41415], [2.98798, 2.28405, -14.87655], [-5.41299, -0.58014, -9.17106], [11.76109, -5.85005, -14.47842], [-7.60881, -2.25417, -10.35981], [11.77659, -1.88925, -15.25947], [11.35564, -1.43117, -14.36445], [12.93564, -3.65214, -11.86875], [9.05493, -5.33657, -15.31795], [-1.08178, -3.59569, -23.67017], [12.28574, -5.18679, -11.43731], [12.61596, -4.28715, -14.96719], [-0.13326, -0.73540, -19.20914], [-1.21023, -0.75531, -22.96496], [4.24827, -0.10340, -16.56063], [-0.35266, -4.05130, -21.70280], [-5.52564, -2.18466, -8.37075], [8.10118, -5.41447, -14.79604], [9.29247, -0.19287, -13.66825], [0.20240, 0.19611, -23.21226], [0.91394, 0.10254, -15.72932], [9.46371, -3.98626, -15.04775], [-0.16083, 2.70241, -14.31805], [-0.26263, -3.22624, -14.91006], [-4.76065, 0.54160, -10.48502], [-1.54285, -1.42063, -12.58198], [2.75428, -2.42219, -10.90031], [0.96437, -2.02464, -24.29634], [-2.64878, -3.76626, -10.22018], [2.29109, 2.26669, -13.47669], [-4.18231, 0.52580, -11.40880], [1.45110, -3.90199, -14.64507], [8.63664, -3.09960, -15.84914]],
  "forces_ev_per_angstrom": [[-0.614, 0.199, -0.406], [0.365, 1.339, -0.647], [0.539, -0.929, -0.327], [0.756, -0.485, 0.289], [0.023, -0.455, -2.564], [0.243, -0.354, -0.109], [0.056, -0.651, -0.004], [0.604, 0.128, -2.159], [0.453, 0.109, -0.458], [0.106, 0.633, -0.158], [-0.193, -0.091, -0.110], [0.693, -0.229, 0.241], [0.707, -1.466, 2.165], [-2.767, 0.554, 3.682], [0.358, -0.081, -0.039], [-0.579, 0.509, 0.218], [1.348, -0.297, 0.376], [-0.407, -1.163, 1.149], [-0.368, -1.165, 0.187], [-0.157, -0.068, 1.074], [-0.033, 0.051, -0.065], [0.356, -1.588, -0.445], [0.099, -1.194, -0.016], [0.193, -0.634, 0.153], [0.400, -0.812, 1.130], [0.499, 0.525, 0.435], [0.193, 0.369, 0.836], [-0.034, 0.338, 0.511], [0.255, -0.333, -0.467], [0.207, 0.785, -1.227], [-1.000, 1.003, -0.484], [-0.245, 0.383, -0.626], [0.160, -0.161, 0.478], [-0.145, -0.369, -0.184], [-1.192, -0.426, -1.222], [-0.261, -0.202, 0.158], [-0.448, 0.069, -0.261], [-0.018, -0.036, 0.259], [-0.321, 0.237, -0.549], [-0.224, -0.431, -0.391], [-0.369, 1.086, 0.638], [0.345, -0.302, 0.014], [-0.918, -0.531, 0.843], [0.272, 1.033, 0.010], [0.181, -0.535, 0.110], [0.472, 0.520, 1.544], [-0.355, 1.257, 0.775], [0.521, 0.088, -0.302], [0.222, 0.575, 0.209], [-2.448, -0.371, -1.709], [0.326, -1.458, -1.978], [0.042, -0.257, -0.063], [0.656, -0.575, 0.203], [0.514, -0.052, 0.208], [0.364, -0.025, 0.242], [-1.228, 1.188, 1.742], [-0.017, -0.049, 0.345], [1.305, -0.779, -0.797], [0.068, -0.300, 0.368], [0.952, 0.669, 0.613], [-0.191, 1.533, -0.403], [0.069, 0.113, 0.570], [0.037, 0.394, -0.407], [1.898, 0.574, 2.682], [-3.066, -1.294, 0.748], [-2.350, -1.289, 1.338], [-0.089, 0.210, 0.027], [0.484, -1.359, -0.479], [0.716, -0.523, 0.042], [-0.439, 0.088, -0.350], [0.290, -0.158, -0.221], [-0.381, -0.301, 0.078], [0.426, 3.192, -1.440], [-1.347, -1.062, -0.263], [0.098, -0.228, 0.967], [-3.625, -1.245, 1.586], [0.044, 0.209, 0.055], [-0.339, 0.064, -0.657], [0.162, 0.081, 0.196], [0.876, 0.153, -0.230], [-2.468, 2.109, -0.203], [1.330, 1.161, -0.618], [0.639, 0.398, 0.169], [0.109, -0.436, -0.255], [0.108, 0.088, 0.102], [-0.270, 0.129, 0.880], [0.143, -0.075, -0.923], [0.997, -1.654, -2.461], [-0.843, 1.370, 1.135], [-0.116, -0.061, -0.019], [-0.399, -0.156, 0.287], [0.045, 0.983, -1.088], [-0.363, -0.122, 0.362], [0.530, -0.010, -1.077], [0.166, 0.338, -0.389], [-0.181, -0.851, 0.386], [1.002, 1.941, -0.160], [-0.209, 0.608, 0.221], [0.251, 0.005, -0.677], [0.136, 0.651, 0.011], [0.099, -0.144, 0.373], [-0.093, -0.015, 0.059], [0.697, -1.037, -1.378], [-0.149, -0.279, -0.120], [0.803, -0.359, -1.188], [-0.190, 1.534, 1.253], [0.005, -0.044, -0.114], [-0.465, -1.030, -0.780], [-0.123, 0.015, 0.034], [0.175, 0.197, 0.340], [0.491, -0.123, -0.002], [1.951, 0.061, 0.820], [3.611, 0.491, -1.814], [-0.033, -0.433, 0.552], [0.433, -0.485, -0.104], [-0.209, -0.283, 0.170], [0.402, -0.061, -0.045], [-0.369, -0.013, -0.008], [-0.795, 0.184, -1.396], [-0.932, 0.686, 0.628], [0.250, -0.862, -1.166], [-0.426, 0.064, 0.222], [0.475, 1.570, 0.702]],
  "lowdin_charge": [-0.13, -0.11, -0.11, 0.06, -0.27, 0.10, 0.10, -0.15, 0.08, 0.09, 0.05, 0.06, -0.25, -0.27, 0.08, -0.14, -0.30, -0.11, 0.04, 0.09, 0.06, -0.07, 0.07, 0.09, -0.06, 0.08, 0.07, 0.10, 0.09, -0.10, -0.10, 0.09, 0.06, 0.08, -0.29, 0.09, 0.08, 0.05, 0.07, 0.09, 0.07, -0.10, -0.11, -0.10, 0.09, 0.05, 0.61, 0.06, 0.09, -0.33, -0.32, 0.08, 0.09, 0.06, 0.07, -0.11, 0.08, -0.10, 0.07, -0.12, -0.30, 0.08, 0.08, -0.29, -0.38, -0.32, 0.08, -0.11, 0.08, 0.07, 0.07, 0.07, 0.61, 0.08, 0.07, -0.31, 0.08, 0.07, 0.07, 0.09, -0.32, -0.31, -0.09, 0.08, 0.07, 0.09, 0.59, 0.60, 0.01, 0.08, 0.09, 0.08, 0.08, 0.06, 0.10, 0.08, -0.15, 0.08, -0.13, 0.07, 0.08, 0.08, -0.11, 0.06, 0.08, -0.32, 0.11, 0.09, 0.08, 0.08, 0.06, -0.31, -0.02, 0.07, 0.05, 0.07, 0.08, 0.07, -0.01, 0.07, -0.02, 0.07, -0.12]
}